ORCA calculation (ωB97M-V/def2-TZVPD) on an isolated molecule of C17H16N4O2S.

Computed properties:
ΔE to the lowest compared entry with this formula, charge and spin, eV: 0.000
HOMO-LUMO gap, Ha: 0.3084
Total energy, eV: -38780.8625
SMILES: CCCC(=O)Nc1nc2ccc(NC(=O)c3cccnc3)cc2s1
Strongest force on any atom, eV/A: 1.17

Each line ends with the natural charge from an NBO analysis.
Cartesian coordinates (Å):
1 C -5.06 -1.41 1.98  -0.616
2 C -6.05 -1.78 0.88  -0.374
3 C -5.67 -1.15 -0.47  -0.529
4 C -5.79 0.34 -0.39  0.709
5 O -6.83 0.95 -0.40  -0.578
6 N -4.62 1.09 -0.28  -0.639
7 C -3.31 0.73 -0.26  0.315
8 N -2.81 -0.44 -0.37  -0.492
9 C -1.45 -0.44 -0.31  0.092
10 C -0.62 -1.55 -0.39  -0.201
11 C 0.74 -1.39 -0.31  -0.192
12 C 1.31 -0.13 -0.15  0.140
13 C 0.50 1.00 -0.07  -0.247
14 C -0.87 0.84 -0.15  -0.195
15 S -2.11 2.05 -0.07  0.318
16 H 0.93 1.99 0.06  0.212
17 N 2.69 0.07 -0.05  -0.590
18 C 3.70 -0.84 -0.15  0.664
19 O 3.55 -2.02 -0.38  -0.595
20 C 5.06 -0.25 0.03  -0.187
21 C 6.13 -0.82 -0.65  -0.125
22 C 7.40 -0.29 -0.48  -0.253
23 C 7.54 0.80 0.37  0.050
24 N 6.54 1.33 1.04  -0.413
25 C 5.33 0.82 0.88  0.046
26 H 4.56 1.28 1.49  0.190
27 H 8.51 1.26 0.53  0.197
28 H 8.25 -0.71 -0.99  0.225
29 H 5.95 -1.67 -1.29  0.239
30 H 2.97 1.04 0.08  0.401
31 H 1.39 -2.25 -0.37  0.252
32 H -1.06 -2.53 -0.51  0.228
33 H -4.80 2.09 -0.20  0.418
34 H -4.66 -1.44 -0.75  0.257
35 H -6.38 -1.49 -1.23  0.236
36 H -7.05 -1.45 1.15  0.209
37 H -6.07 -2.86 0.75  0.205
38 H -5.31 -1.94 2.90  0.213
39 H -5.09 -0.35 2.18  0.199
40 H -4.05 -1.68 1.69  0.214

=====

ORCA calculation (ωB97M-V/def2-TZVPD) on C17H17BrTi as an isolated structure.

Computed properties:
Charge: -1
Multiplicity: 2
HOMO-LUMO gap (spin up / spin down), Ha: 0.1772 / 0.1690
Total energy, eV: -111062.2976
Strongest force on any atom, eV/A: 3.22

Each line ends with the natural charge from an NBO analysis.
Cartesian coordinates (Å):
1 C 0.43 2.06 0.15  -0.336
2 C -0.94 1.78 0.52  -0.382
3 C -0.91 1.09 1.78  -0.228
4 H -1.84 2.16 0.02  0.250
5 C 0.44 0.80 2.11  -0.312
6 C 1.28 1.40 1.11  -0.381
7 H 2.37 1.42 1.12  0.258
8 H 0.74 2.71 -0.66  0.272
9 H -1.77 0.90 2.42  0.249
10 H 0.78 0.28 3.01  0.239
11 Ti 0.13 -0.01 -0.09  1.089
12 Br 0.46 0.06 -2.38  -0.228
13 C 3.63 -1.08 -3.98  -0.370
14 C 4.65 -0.54 -3.14  -0.373
15 C 4.66 0.88 -3.32  -0.372
16 H 5.31 -1.11 -2.49  0.174
17 C 3.64 1.21 -4.27  -0.370
18 C 3.01 0.00 -4.68  -0.367
19 H 2.20 -0.08 -5.41  0.178
20 H 3.38 -2.13 -4.10  0.176
21 H 5.32 1.58 -2.83  0.174
22 H 3.41 2.21 -4.64  0.175
23 C -1.30 -1.58 0.46  -0.850
24 C -2.59 -1.43 1.20  0.002
25 C -2.78 -2.01 2.47  -0.245
26 C -3.96 -1.77 3.18  -0.206
27 C -4.97 -0.96 2.64  -0.267
28 C -4.79 -0.40 1.37  -0.223
29 C -3.62 -0.65 0.65  -0.190
30 H -0.58 -2.25 0.95  0.204
31 H -1.43 -1.87 -0.60  0.239
32 H -2.01 -2.64 2.92  0.205
33 H -4.09 -2.18 4.20  0.203
34 H -5.88 -0.76 3.21  0.204
35 H -5.56 0.25 0.95  0.204
36 H -3.49 -0.20 -0.34  0.203

=====

ORCA calculation (ωB97M-V/def2-TZVPD) on an isolated molecule of C17H17Cl2N7O3.

Computed properties:
HOMO-LUMO gap, Ha: 0.3272
Total energy, eV: -59523.4406
SMILES: CCNc1nc(N)nc(Oc2ccc(OCCOc3ccc(Cl)cc3Cl)nn2)n1
Strongest force on any atom, eV/A: 1.69

Each line ends with the natural charge from an NBO analysis.
Cartesian coordinates (Å):
1 C -7.63 -0.56 0.74  -0.612
2 H -7.84 -0.81 1.78  0.201
3 H -7.24 -1.44 0.24  0.212
4 H -8.56 -0.27 0.26  0.212
5 C -6.62 0.58 0.66  -0.223
6 N -5.37 0.23 1.28  -0.564
7 C -4.26 -0.08 0.61  0.610
8 N -4.23 0.06 -0.72  -0.616
9 C -3.07 -0.25 -1.29  0.619
10 N -1.99 -0.68 -0.64  -0.639
11 C -2.13 -0.77 0.67  0.725
12 N -3.22 -0.50 1.35  -0.577
13 O -1.08 -1.14 1.43  -0.444
14 C 0.07 -1.54 0.84  0.435
15 N 1.16 -1.13 1.46  -0.209
16 N 2.34 -1.45 1.00  -0.300
17 C 2.46 -2.19 -0.09  0.469
18 C 1.35 -2.72 -0.76  -0.243
19 C 0.11 -2.39 -0.28  -0.207
20 H -0.79 -2.76 -0.73  0.246
21 H 1.50 -3.37 -1.61  0.231
22 O 3.69 -2.45 -0.58  -0.498
23 C 4.80 -1.86 0.08  -0.113
24 C 5.21 -0.51 -0.54  -0.088
25 O 4.52 0.59 0.01  -0.500
26 C 3.25 0.89 -0.37  0.368
27 C 2.61 0.44 -1.52  -0.309
28 C 1.32 0.84 -1.82  -0.211
29 C 0.66 1.70 -0.97  -0.061
30 C 1.27 2.17 0.18  -0.224
31 C 2.55 1.76 0.47  -0.095
32 Cl 3.32 2.33 1.89  0.040
33 H 0.75 2.84 0.85  0.244
34 Cl -0.94 2.22 -1.35  0.003
35 H 0.84 0.47 -2.71  0.221
36 H 3.11 -0.25 -2.19  0.225
37 H 6.26 -0.32 -0.28  0.206
38 H 5.12 -0.55 -1.63  0.179
39 H 5.62 -2.57 -0.06  0.197
40 H 4.58 -1.72 1.14  0.230
41 N -2.99 -0.17 -2.63  -0.777
42 H -3.72 0.34 -3.10  0.403
43 H -2.07 -0.18 -3.03  0.402
44 H -5.35 0.05 2.27  0.407
45 H -7.03 1.47 1.15  0.191
46 H -6.40 0.82 -0.38  0.233

=====

ORCA calculation (ωB97M-V/def2-TZVPD) on C17H17Cl5MnN4OS as an isolated structure.

Computed properties:
Charge: +1
ΔE to the lowest compared entry with this formula, charge and spin, eV: 0.924
Multiplicity: 5
HOMO-LUMO gap (spin up / spin down), Ha: 0.2240 / 0.3166
Total energy, eV: -130675.5360
Strongest force on any atom, eV/A: 1.01

Each line ends with the natural charge from an NBO analysis.
Cartesian coordinates (Å):
1 Mn -0.72 -0.22 0.38  1.421
2 Cl -0.80 -2.02 -1.67  0.026
3 C 0.88 -1.62 -1.33  0.027
4 C 1.09 -0.71 -0.32  -0.427
5 C 2.39 -0.34 0.01  -0.063
6 Cl 2.65 0.88 1.19  0.060
7 C 3.46 -0.90 -0.68  -0.084
8 Cl 5.07 -0.44 -0.31  0.094
9 C 3.22 -1.84 -1.69  -0.061
10 Cl 4.54 -2.53 -2.55  0.100
11 C 1.92 -2.21 -2.04  -0.131
12 Cl 1.61 -3.34 -3.28  0.097
13 C -1.33 0.04 7.09  -0.654
14 C -0.57 0.03 5.81  0.292
15 C 0.73 0.51 5.69  -0.307
16 C 1.33 0.44 4.44  0.100
17 N 0.71 -0.07 3.38  -0.503
18 C -0.51 -0.49 3.62  0.294
19 S -1.41 -1.30 2.26  -0.108
20 N -1.20 -0.49 4.74  -0.471
21 H -0.76 0.49 7.89  0.225
22 H -1.60 -0.98 7.36  0.249
23 H -2.26 0.59 6.95  0.245
24 H 1.25 0.92 6.53  0.238
25 H 2.34 0.79 4.29  0.209
26 C 0.47 3.43 -0.39  -0.406
27 N -0.88 3.55 -0.92  -0.398
28 C -1.22 4.84 -1.53  -0.209
29 C -2.72 5.02 -1.54  -0.422
30 C -3.36 3.82 -2.20  -0.209
31 N -2.91 2.59 -1.56  -0.399
32 C -3.76 1.43 -1.72  -0.402
33 C -1.70 2.50 -0.99  0.823
34 O -1.33 1.38 -0.50  -0.859
35 H 0.69 4.31 0.22  0.216
36 H 1.20 3.36 -1.19  0.212
37 H 0.56 2.55 0.24  0.222
38 H -0.81 4.88 -2.54  0.204
39 H -0.73 5.61 -0.94  0.223
40 H -2.98 5.93 -2.08  0.244
41 H -3.09 5.12 -0.52  0.221
42 H -3.12 3.79 -3.27  0.204
43 H -4.45 3.86 -2.11  0.223
44 H -4.79 1.71 -1.52  0.218
45 H -3.47 0.65 -1.03  0.218
46 H -3.69 1.04 -2.74  0.211

=====

ORCA calculation (ωB97M-V/def2-TZVPD) on C17H17ClFeO12 as an isolated structure.

Computed properties:
Charge: -2
ΔE to the lowest compared entry with this formula, charge and spin, eV: 0.739
Multiplicity: 5
HOMO-LUMO gap (spin up / spin down), Ha: 0.2595 / 0.2513
Total energy, eV: -89381.3139
Strongest force on any atom, eV/A: 1.24

Each line ends with the natural charge from an NBO analysis.
Cartesian coordinates (Å):
1 Fe 0.57 -0.23 0.53  1.673
2 O -1.15 1.84 4.00  -0.740
3 C -0.78 0.95 3.22  0.790
4 O -0.43 1.08 2.02  -0.834
5 C -0.84 -0.50 3.77  -0.349
6 C -1.65 -1.36 2.78  0.089
7 C -2.09 -2.67 3.46  -0.431
8 C -0.76 -3.47 3.45  -0.420
9 C 0.20 -2.45 2.83  0.073
10 O -0.65 -1.81 1.86  -0.571
11 C 0.49 -1.31 3.83  -0.347
12 C 1.78 -0.55 3.44  0.797
13 O 2.56 -0.27 4.36  -0.729
14 O 1.96 -0.30 2.20  -0.847
15 H -1.32 -0.44 4.74  0.211
16 H -2.43 -0.83 2.25  0.212
17 H -2.47 -2.49 4.47  0.194
18 H -2.86 -3.18 2.88  0.202
19 H -0.44 -3.79 4.44  0.192
20 H -0.83 -4.34 2.79  0.218
21 H 1.07 -2.86 2.33  0.239
22 H 0.66 -1.70 4.83  0.210
23 C -2.72 4.37 -3.80  -0.250
24 O -1.52 4.06 -4.47  -0.510
25 C -0.68 3.18 -3.85  0.331
26 C 0.52 2.91 -4.54  -0.377
27 C 1.43 2.07 -3.96  -0.108
28 C 1.24 1.46 -2.71  -0.378
29 C 2.24 0.66 -2.06  0.595
30 C 3.46 0.16 -2.81  -0.701
31 O 2.19 0.34 -0.87  -0.672
32 C -0.01 1.70 -2.01  0.570
33 O -0.34 1.17 -0.92  -0.768
34 C -0.94 2.60 -2.64  -0.430
35 H -3.25 5.09 -4.42  0.176
36 H -2.53 4.80 -2.81  0.181
37 H -3.35 3.48 -3.67  0.177
38 H 0.70 3.38 -5.49  0.201
39 H 2.35 1.89 -4.51  0.190
40 H 3.58 0.57 -3.81  0.193
41 H 3.37 -0.93 -2.89  0.244
42 H 4.34 0.38 -2.21  0.226
43 H -1.86 2.78 -2.09  0.218
44 O -0.45 -4.15 -0.09  -0.865
45 Cl 0.23 -3.10 -0.79  2.560
46 O 0.69 -3.60 -2.06  -0.871
47 O 1.36 -2.63 -0.01  -0.887
48 O -0.65 -1.98 -1.00  -0.878